[1]
ORCA calculation (ωB97M-V with the def2-TZVPD basis set) on a 12-piece molecular cluster, C41H65N12O9 overall at a distorted geometry.

CARTESIAN COORDINATES (ANGSTROEM)
N 2.87692 -4.30506 -4.01868
H -1.98708 2.24094 1.03332
C 0.88592 4.62594 1.93632
H -6.94608 2.42694 -0.94568
H -7.01208 5.01194 0.02332
C -3.63408 -2.37406 3.60232
C -3.78108 -3.77606 -1.99868
H -1.72308 2.24794 -1.74968
H 6.25392 -3.98906 1.63632
C -4.81408 4.96694 -0.24468
H -1.26408 -3.67006 5.43032
H 3.67092 -6.68806 0.70032
H -0.13508 1.74794 -1.82568
C -0.56808 1.07794 2.20632
H -0.40908 1.88794 2.96332
N -3.28208 2.49294 4.93632
C 5.17892 4.24494 2.57932
C 5.24192 1.71394 2.77032
H 3.06892 -1.26306 1.47932
H -0.88808 -3.01906 -6.59968
C 3.87192 -5.68206 -0.03868
H -2.22908 -1.04506 0.92932
H 7.69392 -4.08906 2.76432
H 2.70892 -0.15406 0.38732
H 6.01092 -3.47506 -3.68668
H -2.48208 -1.10906 -0.69868
H 2.02792 4.73594 0.10332
H -4.55808 1.86394 -1.47268
H -3.23008 0.32594 0.45232
H 4.32892 -2.15206 -1.75468
C 2.65692 -3.56906 -2.91768
H -3.10308 -4.97606 -0.23968
N 6.34892 -2.18606 2.37532
H -4.84908 -4.04406 -1.89368
H -4.30608 -2.21206 2.87032
N -3.20908 4.06094 -4.91668
N -1.45908 -3.28506 -2.78068
C -1.93708 -3.12306 5.03832
C -1.13508 5.51994 0.97732
H -2.09708 0.31994 -4.73768
C 2.48792 -0.91706 0.80932
H -3.75908 -0.26906 4.25832
N -1.60508 -1.18306 -5.87368
O 0.35092 -1.08506 -1.11468
H -3.75208 3.68394 -6.87868
H -5.10208 2.81194 5.40332
C 4.90492 -3.44006 -3.44468
O -3.52208 5.08494 -4.26368
H 0.65592 -2.33106 2.49832
H 4.96692 -5.54206 -0.08968
N -6.13208 3.07794 -0.57568
O -3.55008 1.46994 4.30732
H 4.63992 -4.85106 -5.15568
C -4.38208 3.54294 5.07032
C -2.30408 -0.36606 0.05432
C 0.21792 -0.56506 -4.36468
H 4.83392 0.74994 2.76632
H 3.16492 2.89794 2.85832
H -4.70308 5.95394 0.00232
H -1.46908 0.57694 -2.45268
H 2.53892 -1.71106 0.14532
C -0.04808 5.37194 -0.11068
N 0.18692 -0.34706 -0.16668
H -0.24908 5.35394 -1.17768
C -2.85808 -3.58406 3.97132
C -6.16808 4.38794 -0.14468
N 3.16992 -4.69206 0.66932
O 5.29492 -1.73006 2.56832
H 5.97592 -3.98606 3.41632
H 3.49792 -5.85406 -0.97068
H -0.36008 2.45094 0.59732
C -0.74708 -2.31906 -5.93468
H -0.92108 4.91494 3.20332
H 1.11092 -0.04806 -3.78468
C -1.34608 -4.10506 -1.64768
N -3.29508 -1.29806 4.37732
H 2.20992 -4.82806 -4.62468
H -4.52108 4.04494 3.88932
C -2.88008 -3.03706 -3.06168
H -2.88908 5.09194 -6.62668
C -0.55708 4.96694 2.34732
H 4.95892 5.37894 2.46932
C -4.83908 2.72694 -1.04868
C -1.20408 -0.24006 -4.85668
C -3.00208 4.01894 -6.33968
H 0.53592 -3.00006 1.06732
H -1.67508 -1.00806 5.99132
C 6.62992 -3.62806 2.56532
C -2.24908 -1.61906 5.22232
H -2.19508 5.90794 0.74332
H -2.67308 -1.14806 -6.27768
O -2.16008 2.75294 5.37632
H 1.40492 -2.56506 -4.89868
C 3.96992 -2.87606 -2.47268
C 4.14592 -4.33706 -4.45068
H 1.80192 -3.52106 -2.55168
H -0.63408 -1.91706 2.02632
H -3.17508 -2.52106 -3.87368
C -1.07008 0.54294 -0.12468
H 1.24292 0.33394 2.87332
H 1.47092 1.38194 1.87432
N 6.44892 3.75794 2.41532
O 3.76092 -4.06706 1.40232
H -0.37008 -4.47606 -1.21768
N 1.07892 4.89994 0.62332
O -2.86108 2.96094 -4.29768
C 0.30892 -2.06406 1.67132
C 4.25092 2.98894 2.79032
C -2.81308 -4.45206 -1.16568
H -0.89708 -2.92106 -3.47068
C -3.94908 4.00894 -0.95868
C -1.01008 1.59994 0.94432
H 7.48192 1.75594 2.44032
C 6.64592 2.31894 2.49132
O 7.29292 -1.67006 1.88232
H -4.09708 4.25294 5.75232
H -2.82208 4.18494 -1.07968
H 1.71992 4.31394 2.49532
H 7.15692 4.41494 2.00632
H -1.40608 0.39294 2.75332
H -2.06508 3.60794 -6.62868
C 0.77992 0.50294 1.99032
C -1.08208 1.22494 -1.56468
H -2.93208 -4.55806 3.56332
O 1.87092 -4.69706 0.32532
C 0.87292 -0.68806 1.11232
C 0.47592 -1.92906 -5.01468

Results
- HOMO energy: -9.25 eV
- DFT total energy: -79834.2529 eV
- Charge: +1
- ΔE to the lowest compared entry with this formula, charge and spin: 462.9 kJ/mol
- HOMO-LUMO gap: 4.4 eV

[2]
ORCA calculation (ωB97M-V with the def2-TZVPD basis set) on C23H20BClF4MnP as an isolated structure at a distorted geometry.

CARTESIAN COORDINATES (ANGSTROEM)
H 0.78577 5.34740 -2.84305
H 0.84000 -1.77860 5.13967
C 0.04382 4.32165 -1.08798
C 1.17115 -0.77481 -1.18702
C 1.63570 -2.09828 -3.17932
H -1.57569 -2.07590 -0.08348
C 0.43987 1.92761 -1.01891
C -1.04162 -1.91735 2.36850
C 1.11146 2.01029 -2.25009
H 3.68344 -2.71165 -3.46091
C 2.98362 -2.16418 -2.82725
H -0.37426 5.22263 -0.63687
Mn 0.13858 0.02243 2.33502
C -1.55437 -0.09375 -0.97549
F -0.54890 2.23771 6.08446
H 0.60256 -2.29821 0.81258
B -0.20465 1.02206 5.55174
H 1.53821 1.12085 -2.71627
C 2.53212 -0.85484 -0.83826
H 1.26964 -2.58408 -4.08750
C 0.43580 -1.81483 4.13509
C -3.33525 -1.73326 -1.24507
C 0.31509 -2.02949 1.82424
H -1.97673 -2.01548 1.82675
Cl 2.20588 0.95935 2.14666
C -3.37029 0.30886 -2.53831
H -0.54957 3.04606 0.55281
C -2.19557 0.73319 -1.90962
C 1.22815 3.23876 -2.90625
C 1.22305 -1.88625 2.94838
C -0.93236 -1.89314 3.78636
F -0.79454 -0.06562 6.19650
H 2.30779 -1.91424 2.89876
C 3.43297 -1.54242 -1.65459
C 0.73333 -1.40948 -2.36359
H -0.31023 -1.35497 -2.66889
H 4.48593 -1.59685 -1.37574
H -3.78956 -2.67494 -0.93660
C 0.69041 4.39104 -2.32939
F 1.17819 0.83997 5.38831
C -0.06416 3.10037 -0.42387
H -1.76587 1.69771 -2.17709
C -2.11283 -1.35405 -0.70027
H 1.74651 3.28402 -3.86778
C -3.95897 -0.90784 -2.18997
H -1.74802 -2.00885 4.48989
H -4.89755 -1.22157 -2.64631
P 0.06494 0.32893 -0.20445
H 2.88504 -0.35160 0.06405
F -0.77693 1.02243 4.07741
H -3.83114 0.94320 -3.29697

Results
- <S²>: 6.39
- Spin multiplicity: 5
- HOMO energy (alpha / beta): -8.55 / -9.48 eV
- DFT total energy: -88859.7737 eV
- HOMO-LUMO gap (alpha / beta): 5.8 / 8.8 eV

[3]
ORCA calculation (ωB97M-V with the def2-TZVPD basis set) on an isolated molecule of C4H6N2O2 at a distorted geometry.

CARTESIAN COORDINATES (ANGSTROEM)
C 0.25566 -1.04484 -0.10350
O 0.19368 -0.89585 -1.47601
C 0.56438 1.51633 0.26574
O 1.51425 1.59609 -0.52972
H 0.50079 -0.01039 -1.84033
H -1.01034 0.48048 -0.35510
H 1.28364 -1.42108 0.06168
N -1.55773 -2.97328 0.29482
C -0.82969 -2.07994 0.13993
H -0.65539 0.09653 1.66800
C -0.26900 0.21604 0.53240
N -0.06504 2.63979 0.94635
H -0.82865 2.11832 1.47939
H 0.07782 3.82307 1.33657

Results
- HOMO energy: -10.59 eV
- DFT total energy: -11317.4884 eV
- Structure (SMILES): N#C[C@@H](O)CC(N)=O
- ΔE to the lowest compared entry with this formula, charge and spin: 342.9 kJ/mol
- HOMO-LUMO gap: 10.9 eV

[4]
ORCA calculation (ωB97M-V with the def2-TZVPD basis set) on an isolated ion of composition C13H20I2N2O2PS and charge +1 at a distorted geometry.

CARTESIAN COORDINATES (ANGSTROEM)
H -3.46991 -0.11067 1.04001
C 1.09687 1.89810 -2.23481
N 2.47891 -0.33045 -2.41231
N 2.28638 1.00987 -2.45269
C -0.12278 -0.51071 -1.80840
I -0.34412 -3.52387 0.40744
H -0.56965 -0.69156 2.65404
C 1.67021 -3.41697 -0.45625
C 1.58893 -2.84614 -1.99864
H 2.49023 4.29606 -2.85049
P 1.22523 3.83955 -2.33412
C -1.83679 1.32025 1.72559
I -0.14426 -3.89487 -2.92313
H 3.20433 -1.66367 0.03707
H 1.94424 -2.18431 1.46462
C -2.46477 0.33869 0.57722
C -2.89872 1.06780 -0.82018
H 2.58142 -3.06591 -2.62357
C 2.62213 -2.54042 0.55073
S 1.17218 4.45445 -0.44798
H -1.74196 -0.58253 0.46012
H -1.43815 2.92694 -1.00615
C -0.83299 -0.64681 4.91855
C 1.32894 -1.19721 -2.07095
H 3.16971 1.56170 -2.69040
O -2.02101 0.88486 3.14895
H -2.18935 2.27554 -2.61589
H 2.12751 -4.51213 -0.51650
C -0.76544 0.14339 3.48173
H 3.42755 -3.26703 1.01114
H 0.16808 0.86481 3.45380
H 0.27402 -0.89035 5.29064
H -1.38685 -1.69270 4.84105
H 0.06630 4.43425 -2.97640
H -3.31628 0.23255 -1.55886
H -1.03504 -1.21395 -1.53411
C -1.72722 1.92357 -1.57363
H -1.33469 -0.04357 5.78810
C -0.33356 1.11342 -1.86249
H -3.80854 1.79743 -0.62394
O -1.14113 2.44262 1.54109

Results
- HOMO energy: -11.65 eV
- DFT total energy: -57187.8687 eV
- Charge: +1
- ΔE to the lowest compared entry with this formula, charge and spin: 986.2 kJ/mol
- HOMO-LUMO gap: 6.4 eV

[5]
ORCA calculation (ωB97M-V with the def2-TZVPD basis set) on an isolated molecule of C3H9N3 at a distorted geometry.

CARTESIAN COORDINATES (ANGSTROEM)
H 0.31523 1.90705 -1.43200
C 0.98283 -1.75154 0.08408
H -1.12158 -1.58261 -1.30367
H -0.55094 0.52682 1.76437
N -0.08527 0.95007 0.92629
H 1.85287 -0.92846 -0.39671
H 0.14869 3.01983 0.36949
H 1.34423 -2.83768 -0.17566
N -0.62712 2.19174 0.57484
C -0.57795 -1.38217 -0.24633
H -1.03404 -1.88073 0.66282
H -1.35517 2.20651 -0.26451
H 1.15690 -1.61372 1.23721
C -0.38338 0.23685 -0.36635
N -0.06532 0.93803 -1.43388

Results
- HOMO energy: -8.62 eV
- DFT total energy: -7722.4571 eV
- Structure (SMILES): [H]/N=C(/CC)NN
- ΔE to the lowest compared entry with this formula, charge and spin: 493.7 kJ/mol
- HOMO-LUMO gap: 9.6 eV